C38H36N2O2STa | wB97M-V/def2-TZVPD

## Properties
Charge   +1
Largest force on an atom   2.478 eV/Å
Relative energy (zero: lowest compared OMol25 entry of this formula, charge and spin)   90.8 kJ/mol
LUMO energy   -0.1411 Ha
HOMO level   -9.885 eV
E   -59446.9292 eV

Last column: Löwdin charge in e.
Atoms and positions in Å:
Ta -0.458 -0.082 0.807  1.7141
C 0.706 -0.097 5.357  0.0117
C 0.865 -0.314 3.883  -0.3317
O -0.159 -0.488 3.209  -0.0474
C 2.223 -0.333 3.305  -0.0971
C 3.352 -0.459 4.118  -0.0085
C 4.620 -0.501 3.575  -0.0509
C 4.779 -0.403 2.196  -0.0336
C 3.677 -0.259 1.373  0.0146
C 2.414 -0.221 1.927  -0.2545
O 1.340 -0.058 1.113  -0.2434
H -0.349 0.017 5.590  0.0945
H 1.259 0.788 5.675  0.1002
H 1.096 -0.956 5.908  0.1036
H 3.233 -0.546 5.190  0.1173
H 5.482 -0.610 4.219  0.1146
H 5.769 -0.428 1.761  0.1190
H 3.774 -0.164 0.299  0.1245
C 2.067 -0.372 -6.109  -0.0832
C 2.885 -0.939 -5.142  -0.0805
C 2.496 -0.924 -3.810  -0.0476
C 1.277 -0.366 -3.420  -0.2233
C 0.469 0.215 -4.403  -0.0319
C 0.863 0.211 -5.733  -0.0708
C 0.936 -0.348 -1.977  -0.0955
C -0.276 -0.357 -1.385  -0.2563
C -1.549 -0.608 -2.120  -0.3039
C -1.703 -1.783 -2.864  -0.0680
C -2.892 -2.061 -3.522  -0.0749
C -3.960 -1.174 -3.447  -0.0844
C -3.826 -0.009 -2.703  -0.0722
C -2.635 0.266 -2.038  -0.0589
H 2.371 -0.371 -7.149  0.1053
H 3.832 -1.385 -5.423  0.1048
H 3.144 -1.362 -3.056  0.1092
H -0.465 0.686 -4.124  0.1133
H 0.228 0.673 -6.479  0.1066
H 1.811 -0.276 -1.335  0.0753
H -0.865 -2.468 -2.944  0.1215
H -2.979 -2.967 -4.111  0.1056
H -4.887 -1.386 -3.966  0.1049
H -4.649 0.693 -2.644  0.1072
H -2.530 1.186 -1.474  0.0815
N -4.450 -5.962 -0.152  0.1001
C -4.499 -5.192 0.944  -0.8312
S -5.399 -5.553 2.267  0.7375
C -3.622 -3.977 0.914  -0.1963
C -3.977 -2.831 1.621  -0.0053
C -3.153 -1.735 1.587  -0.0720
N -1.996 -1.726 0.898  -0.0734
C -1.634 -2.835 0.231  -0.1048
C -2.421 -3.965 0.209  0.0210
H -5.027 -6.786 -0.176  0.1088
H -4.031 -5.648 -1.011  0.1083
H -4.895 -2.815 2.190  0.1053
H -3.413 -0.827 2.117  0.1292
H -0.692 -2.800 -0.308  0.1167
H -2.072 -4.831 -0.336  0.1276
C -1.135 4.303 1.077  -0.0514
C -0.285 3.173 0.452  -0.5650
C -0.277 3.411 -1.072  -0.0567
C -1.010 1.844 0.688  -0.2021
C 1.116 3.275 1.067  -0.1975
C 2.260 3.527 0.315  -0.0283
C 3.485 3.767 0.933  -0.0731
C 3.593 3.745 2.315  -0.0883
C 2.470 3.446 3.076  -0.0818
C 1.252 3.210 2.456  -0.0563
H -2.099 4.373 0.566  0.0859
H -0.619 5.260 0.976  0.0986
H -1.324 4.128 2.138  0.0796
H -1.305 3.421 -1.444  0.0839
H 0.268 2.631 -1.604  0.0740
H 0.168 4.383 -1.297  0.0941
H -2.095 2.028 0.663  0.0500
H 2.210 3.557 -0.767  0.1061
H 4.354 3.983 0.322  0.1062
H 4.542 3.957 2.795  0.1048
H 2.543 3.413 4.158  0.1038
H 0.380 2.988 3.065  0.1114